## one
Below is C39H33AsBrF6N5O5SSeW as an isolated structure, with properties calculated with ωB97M-V/def2-TZVPD.

```
! RIJCOSX wB97M-V def2-TZVPD def2/J DEFGRID3
* xyz 1 2
W 0.921 0.957 -0.501
C 1.888 5.351 0.662
C 1.980 3.972 0.461
N 1.128 3.276 -0.280
C 0.139 3.987 -0.879
C -0.077 5.360 -0.686
C 0.847 6.048 0.115
C -1.216 5.953 -1.279
C -2.083 5.187 -2.002
C -1.840 3.814 -2.207
C -0.710 3.237 -1.685
N -0.311 1.893 -1.808
C -0.669 1.280 -3.029
C -1.064 1.916 -4.178
C -1.438 1.159 -5.309
C -1.408 -0.206 -5.289
C -0.921 -0.878 -4.145
C -0.770 -2.277 -4.050
C -0.226 -2.813 -2.920
C 0.208 -1.959 -1.894
N 0.087 -0.646 -1.951
C -0.516 -0.113 -3.043
H 2.632 5.834 1.278
H 2.790 3.441 0.931
H 0.728 7.110 0.290
H -1.402 7.007 -1.123
H -2.978 5.627 -2.418
H -2.550 3.225 -2.772
H -1.093 2.994 -4.235
H -1.760 1.681 -6.200
H -1.716 -0.782 -6.151
H -1.078 -2.907 -4.875
H -0.080 -3.874 -2.788
H 0.670 -2.374 -1.017
O 5.005 1.407 3.333
C 3.804 1.412 2.746
C 2.610 1.537 3.482
C 1.396 1.492 2.844
N 1.423 1.387 1.506
C 2.517 1.289 0.823
Br 2.724 0.962 -2.239
C 3.779 1.281 1.353
H 4.929 1.486 4.291
H 2.637 1.643 4.559
H 0.440 1.563 3.345
H 4.681 1.189 0.767
C -1.429 -3.591 4.685
C -0.626 -4.061 3.506
C 0.628 -4.645 3.670
C 1.362 -5.073 2.578
C 0.858 -4.889 1.298
C -0.398 -4.330 1.112
C -1.134 -3.932 2.216
S 1.809 -5.418 -0.097
O 2.097 -6.808 0.056
O 1.127 -4.901 -1.254
N 3.253 -4.669 -0.029
C 3.402 -3.231 -0.201
C 3.194 -2.405 1.082
C 1.991 -1.490 1.123
O 1.323 -1.346 2.120
O 1.761 -0.869 -0.034
H -0.872 -3.698 5.614
H -2.353 -4.165 4.776
H -1.706 -2.542 4.569
H 1.028 -4.774 4.667
H 2.324 -5.552 2.720
H -0.795 -4.245 0.108
H -2.129 -3.518 2.086
H 3.924 -5.159 0.546
H 2.705 -2.928 -0.979
H 4.394 -3.057 -0.611
H 4.056 -1.753 1.251
H 3.110 -3.056 1.951
F -1.208 2.366 1.012
As -2.158 3.245 2.265
F -1.590 2.069 3.416
F -3.476 2.197 1.887
F -3.030 4.093 3.456
F -2.640 4.329 1.007
F -0.718 4.180 2.532
Se -1.100 -0.254 0.800
C -2.531 -0.281 -0.461
C -2.968 -1.532 -0.888
C -3.983 -1.616 -1.830
C -4.576 -0.459 -2.314
C -4.159 0.783 -1.852
C -3.130 0.883 -0.931
H -2.516 -2.436 -0.498
H -4.318 -2.586 -2.172
H -5.380 -0.526 -3.036
H -4.653 1.682 -2.201
H -2.823 1.846 -0.549
*
```

The HOMO energy (spin up / spin down) comes out at -11.1 / -11.0 eV. Its LUMO energy (spin up / spin down) is -4.756 / -5.485 eV.

## two
Below is C39H33AsBrF6N5O5SSeW as an isolated structure, with properties calculated with ωB97M-V/def2-TZVPD.

```
! RIJCOSX wB97M-V def2-TZVPD def2/J DEFGRID3
* xyz 1 2
W 0.056 -0.042 -0.911
C 1.285 -2.962 2.218
C 0.531 -2.227 1.297
N 1.092 -1.423 0.408
C 2.457 -1.327 0.376
C 3.280 -2.008 1.280
C 2.646 -2.849 2.219
C 4.678 -1.814 1.195
C 5.181 -0.970 0.244
C 4.344 -0.328 -0.696
C 2.987 -0.537 -0.665
N 2.018 -0.076 -1.555
C 2.297 0.237 -2.879
C 3.404 -0.066 -3.630
C 3.476 0.326 -4.986
C 2.466 1.005 -5.602
C 1.286 1.284 -4.873
C 0.150 1.918 -5.411
C -0.969 2.095 -4.638
C -0.976 1.616 -3.327
N 0.080 1.024 -2.793
C 1.218 0.876 -3.532
H 0.769 -3.598 2.921
H -0.544 -2.302 1.265
H 3.249 -3.402 2.928
H 5.332 -2.332 1.885
H 6.247 -0.798 0.187
H 4.787 0.329 -1.429
H 4.219 -0.637 -3.214
H 4.366 0.069 -5.544
H 2.538 1.305 -6.638
H 0.168 2.254 -6.440
H -1.849 2.584 -5.030
H -1.838 1.719 -2.685
O -6.624 -0.362 -3.843
C -5.635 -0.338 -2.958
C -5.111 0.843 -2.414
C -4.079 0.754 -1.530
N -3.551 -0.432 -1.155
C -4.081 -1.583 -1.626
Br -3.506 -3.254 -1.041
C -5.109 -1.555 -2.546
H -6.942 0.525 -4.055
H -5.503 1.817 -2.677
H -3.621 1.628 -1.088
H -5.509 -2.481 -2.929
C 4.300 -1.395 4.979
C 2.858 -0.984 4.873
C 1.879 -1.642 5.618
C 0.556 -1.235 5.573
C 0.212 -0.150 4.776
C 1.165 0.514 4.017
C 2.481 0.083 4.061
S -1.442 0.450 4.831
O -2.083 -0.002 6.028
O -1.395 1.848 4.503
N -2.193 -0.376 3.600
C -2.002 0.191 2.266
C -2.928 -0.468 1.258
C -2.357 -0.338 -0.154
O -1.429 -1.294 -0.443
O -1.710 0.842 -0.427
H 4.747 -0.979 5.884
H 4.880 -1.033 4.130
H 4.402 -2.479 5.041
H 2.160 -2.468 6.259
H -0.197 -1.721 6.178
H 0.882 1.377 3.426
H 3.234 0.599 3.476
H -3.156 -0.536 3.875
H -0.958 0.022 1.988
H -2.155 1.268 2.253
H -3.922 -0.016 1.302
H -3.026 -1.537 1.457
F 0.053 -1.520 -2.497
As 0.409 -3.330 -2.926
F -0.103 -3.694 -1.316
F 1.996 -3.033 -2.317
F 0.724 -4.949 -3.321
F 0.880 -2.706 -4.453
F -1.233 -3.378 -3.442
Se 0.956 1.900 0.373
C -0.452 3.209 0.436
C -0.794 3.887 -0.729
C -1.811 4.833 -0.702
C -2.470 5.113 0.488
C -2.093 4.465 1.656
C -1.080 3.514 1.635
H -0.255 3.693 -1.647
H -2.071 5.369 -1.606
H -3.253 5.860 0.512
H -2.580 4.701 2.594
H -0.788 3.022 2.555
*
```

The HOMO energy (spin up / spin down) comes out at -10.0 / -10.1 eV. Its LUMO energy (spin up / spin down) is -3.924 / -4.022 eV.

Which of them is most stable, and which least? Most stable: two; least stable: one.

## one
Below is a 2-piece molecular cluster, C4H14N overall, with properties calculated with ωB97M-V/def2-TZVPD.

```
! RIJCOSX wB97M-V def2-TZVPD def2/J DEFGRID3
* xyz 1 1
C 0.720 1.580 -0.127
C -0.587 2.087 0.445
N 1.270 0.443 0.683
H 0.576 1.316 -1.166
H 1.455 2.383 -0.143
H -0.606 2.045 1.539
H -1.468 1.522 0.141
H 0.543 -0.264 0.856
H 1.972 0.009 0.082
H 1.606 0.769 1.573
H -0.839 3.106 0.151
C -1.341 -1.849 -0.078
C -0.125 -2.088 -1.004
H -2.150 -1.281 -0.536
H -1.701 -2.765 0.382
H -1.097 -1.174 0.766
H 0.524 -2.774 -0.457
H 0.339 -1.133 -1.202
H -0.517 -2.625 -1.864
*
```

The HOMO energy comes out at -15.7 eV. Its LUMO energy is -3.548 eV.

## two
Below is a 2-piece molecular cluster, C4H14N overall, with properties calculated with ωB97M-V/def2-TZVPD.

```
! RIJCOSX wB97M-V def2-TZVPD def2/J DEFGRID3
* xyz 1 1
C -1.059 1.920 0.137
C -1.665 0.591 -0.236
N -0.037 2.330 -0.928
H -1.788 2.709 0.206
H -0.468 1.864 1.049
H -2.709 0.674 -0.542
H -1.760 -0.138 0.576
H 0.610 1.566 -1.118
H -0.541 2.592 -1.781
H 0.477 3.172 -0.638
H -1.088 -0.021 -0.933
C 1.183 -2.905 0.626
C 1.358 -1.422 0.413
H 2.080 -3.405 0.963
H 0.342 -3.104 1.288
H 0.857 -3.451 -0.262
H 2.194 -1.138 -0.233
H 0.478 -0.889 0.041
H 1.534 -0.947 1.372
*
```

The HOMO energy comes out at -14.6 eV. Its LUMO energy is -3.832 eV.

## three
Below is a 2-piece molecular cluster, C4H14N overall, with properties calculated with ωB97M-V/def2-TZVPD.

```
! RIJCOSX wB97M-V def2-TZVPD def2/J DEFGRID3
* xyz 1 1
C -0.362 0.077 2.569
C 1.045 -0.209 2.104
N -1.131 0.581 1.338
H -0.952 -0.809 3.191
H -0.173 0.894 3.477
H 1.261 -1.126 1.692
H 1.846 -0.081 2.907
H -1.512 -0.163 0.728
H -2.019 1.105 1.617
H -0.498 1.052 0.786
H 1.265 0.592 1.363
C 0.163 -1.029 -2.601
C 0.036 0.578 -2.704
H -0.084 -1.509 -1.707
H -0.074 -1.630 -3.485
H 1.226 -1.306 -2.868
H 0.806 1.106 -2.343
H -0.010 0.912 -3.745
H -0.833 0.964 -2.318
*
```

The HOMO energy comes out at -14.3 eV. Its LUMO energy is -3.789 eV.

Which of them is most stable, and which least? Most stable: one; least stable: three.